Record 1
The following is a quantum chemistry calculation of C24H22N2O5 in the gas phase, from the OMol25 dataset.

- E_LUMO: 0.48 eV
- Charge: 0
- HOMO level: -0.28271 Ha
- SMILES string: COc1ccc(/C=C(/NC(=O)c2ccco2)C(=O)N2CCc3ccccc32)cc1OC
- Orbital gap: 0.30027 Ha
- Relative energy (zero: lowest compared OMol25 entry of this formula, charge and spin): 43.8 kcal per mole

Geometry (Å):
H (-0.515, 1.524, 2.792)
H (-6.476, -1.724, 0.424)
C (-1.674, -1.073, -0.842)
C (5.094, 0.633, -0.243)
N (0.866, 0.186, 0.251)
O (3.458, -0.487, 0.768)
O (-3.237, 0.580, -1.692)
C (5.042, -0.666, -0.792)
H (5.656, -1.078, -1.565)
H (3.799, 1.459, 1.368)
H (-0.906, -0.768, -1.532)
H (-1.388, 1.489, -1.972)
H (-7.039, -0.035, 0.396)
C (0.947, 4.313, -0.043)
O (4.330, -3.590, -0.604)
H (1.411, 4.117, -2.118)
H (-0.117, -3.794, 0.449)
N (2.236, -2.989, -0.107)
C (-2.442, -2.578, 0.858)
O (1.676, -0.565, -1.734)
C (3.558, -2.694, -0.322)
C (-6.207, -0.688, 0.655)
C (1.249, -0.784, -0.614)
C (1.092, -2.198, -0.125)
C (-3.941, -0.911, -0.022)
C (1.204, 3.594, -1.197)
C (0.683, 3.655, 1.152)
C (0.932, 1.558, -0.004)
H (-4.465, -2.352, 1.476)
C (4.015, -1.309, -0.152)
H (-2.720, 1.927, -3.072)
H (0.953, 5.392, -0.069)
H (-2.268, -3.399, 1.538)
C (0.677, 2.279, 1.163)
C (-1.409, -2.124, 0.046)
H (1.201, -0.718, 2.114)
C (-2.909, -0.457, -0.877)
H (2.063, -3.989, -0.139)
H (0.487, 4.212, 2.057)
O (-5.124, -0.248, -0.125)
H (1.225, 1.442, 3.061)
H (5.768, 1.420, -0.510)
H (-5.998, -0.598, 1.726)
C (-0.105, -2.758, 0.129)
C (-2.243, 1.105, -2.539)
C (1.202, 2.206, -1.197)
C (-3.690, -1.977, 0.826)
C (0.443, 1.337, 2.307)
C (0.479, -0.049, 1.640)
H (1.414, 1.648, -2.093)
C (4.114, 0.680, 0.701)
H (-1.893, 0.362, -3.262)
H (-0.507, -0.522, 1.669)

These are the natural (NBO) partial charges, in e, on atoms 1 to 8:
1 H 0.2261
2 H 0.1758
3 C -0.3084
4 C -0.3110
5 N -0.4467
6 O -0.4084
7 O -0.4937
8 C -0.2205

Record 2
The following is a quantum chemistry calculation of a molecular structure, C36H23BF2I3LaN5O, from the OMol25 dataset.

- E_LUMO (spin up / spin down): 1.98 / 1.68 eV
- Charge: -1
- HOMO level (spin up / spin down): -0.13914 / -0.11080 Ha
- Orbital gap (spin up / spin down): 0.21199 / 0.17268 Ha
- Relative energy (zero: lowest compared OMol25 entry of this formula, charge and spin): 77.3 kcal per mole

Geometry (Å):
H (3.557, 5.350, -2.396)
C (3.014, 3.333, -1.848)
N (1.318, -2.678, -0.115)
C (-0.900, -1.568, 3.115)
H (3.748, -5.462, 2.577)
C (1.676, -3.170, 1.128)
C (0.453, -1.296, -3.792)
C (-1.499, -0.202, 3.405)
N (0.765, -1.714, -2.538)
F (-2.012, -0.203, 0.951)
H (1.074, -2.681, 4.443)
C (-1.428, -2.680, 3.762)
C (3.736, 2.741, -2.918)
H (3.064, -4.607, 0.362)
H (-0.172, -0.413, -3.846)
C (0.874, -1.928, -4.924)
I (0.695, 2.075, 1.618)
F (-2.984, 1.441, 2.171)
C (-3.327, -0.332, -1.714)
H (-5.343, -1.096, -1.843)
C (2.031, -3.506, -3.517)
H (-0.678, 0.469, 3.715)
H (-1.028, -3.651, 3.489)
B (-2.151, 0.410, 2.134)
C (3.011, 0.568, -2.162)
C (-4.732, -0.208, -1.745)
C (1.529, -2.825, -2.369)
H (-2.991, 0.764, 4.765)
C (1.649, 3.171, 0.118)
C (-4.522, 2.182, -1.448)
C (-5.038, 3.485, -1.256)
N (1.858, -3.327, -1.160)
C (1.703, -3.065, -4.762)
N (-2.275, 3.097, -1.190)
C (-3.112, 2.044, -1.420)
C (-2.985, -1.333, 5.083)
C (1.495, -3.123, 3.550)
H (4.275, 3.386, -3.607)
C (1.043, -2.627, 2.294)
H (-3.757, -1.283, 5.844)
I (-2.483, -2.240, -1.639)
H (-6.109, 3.641, -1.280)
La (0.376, -0.559, -0.408)
H (2.080, -3.590, -5.633)
C (2.303, 2.484, -0.951)
H (3.060, -0.504, -2.339)
H (2.337, 6.409, -0.532)
C (-2.801, 4.278, -0.999)
C (3.009, 4.744, -1.681)
H (0.591, -1.555, -5.900)
C (2.444, -4.105, 3.660)
N (0.111, -1.615, 2.187)
C (-2.561, -0.195, 4.495)
O (-1.177, 0.654, -1.586)
C (-2.473, 0.752, -1.603)
H (-2.835, -3.513, 5.158)
C (2.632, -4.210, 1.267)
H (1.129, 4.975, 1.120)
C (2.337, 5.331, -0.651)
H (-2.107, 5.093, -0.810)
H (-4.570, 5.528, -0.877)
C (1.646, 4.523, 0.285)
C (-2.443, -2.607, 4.715)
C (3.749, 1.388, -3.060)
H (2.770, -4.430, 4.642)
H (2.659, -4.372, -3.353)
I (-7.405, 1.114, -1.724)
C (2.258, 1.056, -1.119)
C (3.007, -4.675, 2.499)
C (-5.321, 1.016, -1.637)
C (-4.191, 4.525, -1.032)
H (4.309, 0.933, -3.871)

These are the Löwdin partial charges, in e, on atoms 1 to 8:
1 H 0.1049
2 C -0.1748
3 N -0.2036
4 C -0.2775
5 H 0.0866
6 C -0.2300
7 C -0.1773
8 C -0.1585

Record 3
The following is a quantum chemistry calculation of a molecular structure, C23H52AuP4Se, from the OMol25 dataset.

- E_LUMO (spin up / spin down): -8.38 / -12.25 eV
- Charge: +3
- HOMO level (spin up / spin down): -0.59276 / -0.59238 Ha
- Multiplicity: 3
- Orbital gap (spin up / spin down): 0.28475 / 0.14233 Ha
- Relative energy (zero: lowest compared OMol25 entry of this formula, charge and spin): 0.0 kcal per mole

Geometry (Å):
H (4.575, 1.181, -0.338)
Se (2.518, -2.480, -1.341)
H (4.122, 0.192, 1.062)
P (-1.270, 1.962, 1.858)
H (1.377, -1.563, -1.024)
H (-0.227, -1.011, 4.352)
C (-0.888, 3.706, 2.351)
H (-1.761, 4.059, 2.909)
C (-1.385, -0.241, -7.410)
H (-0.870, 1.409, 4.144)
H (-0.067, 3.656, 3.084)
C (-3.727, 3.049, 0.916)
C (2.839, -2.141, 2.366)
H (-3.051, -1.071, 1.670)
H (-3.116, 0.963, 0.751)
C (0.573, -1.682, 4.015)
C (1.875, -3.640, -3.696)
H (-3.280, 4.052, 0.944)
H (-1.916, -0.868, -8.150)
Au (0.194, 0.291, 0.767)
C (-1.995, -2.283, -1.004)
H (-1.061, -4.330, 0.708)
H (3.257, 0.855, 3.022)
H (-1.044, 4.494, 0.314)
H (3.447, 3.040, 0.854)
H (-3.072, -2.850, 1.582)
H (-3.889, 1.316, 3.511)
H (1.663, -4.792, -5.470)
C (-1.708, 1.186, 3.462)
H (-4.427, 3.018, 0.074)
H (-2.980, 0.388, -6.075)
C (0.737, -1.489, -3.673)
C (-0.551, 4.709, 1.264)
C (0.265, -1.752, -4.975)
H (-3.052, 2.757, 4.166)
H (2.498, -4.361, -3.161)
H (-2.582, -3.204, -0.860)
C (-2.433, -1.973, 1.759)
H (0.136, -2.617, 3.645)
H (-1.390, 1.318, -5.845)
C (0.576, -2.941, -5.619)
H (0.467, -0.568, -3.131)
P (1.566, -0.861, 2.701)
H (-0.880, 5.712, 1.549)
H (1.320, 2.321, -2.047)
C (2.182, 1.673, -1.857)
C (-2.671, 1.968, 0.717)
H (-1.746, 0.100, 3.301)
H (-2.673, -1.449, -1.230)
H (1.966, 2.694, 1.787)
C (2.386, 2.760, 0.776)
H (-2.205, 2.072, -0.273)
C (1.382, -3.875, -4.973)
C (1.584, -2.437, -3.058)
H (0.199, -3.174, -6.612)
C (-0.281, -3.561, 0.777)
C (2.449, 0.430, 3.624)
H (-2.045, -2.031, 2.780)
C (3.858, 0.443, 0.034)
H (1.846, 3.544, 0.233)
H (2.128, 0.793, -2.501)
H (1.240, -1.917, 4.857)
C (-1.926, 0.493, -6.398)
H (-0.338, -1.037, -5.542)
H (-0.292, -0.259, -7.536)
H (0.462, -3.735, -0.013)
H (2.378, -3.029, 1.925)
H (-3.106, 1.256, 5.095)
P (-1.062, -1.910, 0.541)
H (3.328, -2.424, 3.307)
H (0.204, -3.648, 1.754)
C (-3.014, 1.664, 4.077)
H (3.930, -0.452, -0.595)
H (-4.305, 2.885, 1.833)
H (0.523, 4.814, 1.118)
H (3.591, -1.766, 1.666)
P (2.209, 1.181, -0.109)
H (3.108, 2.218, -2.079)
H (-1.300, -2.432, -1.836)
H (1.750, 1.231, 3.884)
H (2.873, 0.007, 4.544)

These are the Löwdin partial charges, in e, on atoms 1 to 8:
1 H 0.0771
2 Se 1.1047
3 H 0.0304
4 P 0.8514
5 H -0.1329
6 H 0.0365
7 C -0.3678
8 H 0.0850

Record 4
The following is a quantum chemistry calculation of 4 unconnected molecules or ions with the total composition C3H11N2O3, from the OMol25 dataset.

- E_LUMO: -2.68 eV
- Charge: +1
- HOMO level: -0.50828 Ha
- Orbital gap: 0.40991 Ha
- Relative energy (zero: lowest compared OMol25 entry of this formula, charge and spin): 26.4 kcal per mole

Geometry (Å):
H (3.269, 0.113, 0.206)
H (3.853, 0.060, -1.122)
H (2.235, 0.576, 2.615)
C (-0.199, -0.223, -0.014)
O (-3.037, -0.167, 2.047)
N (-1.528, -0.315, -0.129)
O (2.959, 0.052, 2.214)
O (2.973, 0.231, -0.699)
C (-1.845, -0.071, -1.539)
N (0.267, 0.102, -1.232)
H (0.409, -0.313, 0.870)
H (-2.271, -0.256, 0.666)
H (3.769, 0.356, 2.566)
H (-3.469, -0.996, 1.811)
H (-0.508, 0.763, -3.171)
H (-2.780, -0.428, -1.819)
H (-3.582, 0.579, 2.331)
H (1.279, 0.307, -1.328)
C (-0.711, 0.263, -2.212)

These are the natural (NBO) partial charges, in e, on atoms 1 to 8:
1 H 0.5062
2 H 0.4948
3 H 0.4848
4 C 0.2652
5 O -0.9509
6 N -0.5057
7 O -0.9627
8 O -0.9817

Record 5
The following is a quantum chemistry calculation of a molecular structure, C22H46N2O2SSi4TeW, from the OMol25 dataset.

- E_LUMO (spin up / spin down): -6.79 / -8.12 eV
- Charge: +2
- HOMO level (spin up / spin down): -0.49520 / -0.50069 Ha
- Multiplicity: 3
- Orbital gap (spin up / spin down): 0.24552 / 0.20231 Ha
- Relative energy (zero: lowest compared OMol25 entry of this formula, charge and spin): 0.0 kcal per mole

Geometry (Å):
C (-2.283, 4.115, -1.562)
C (3.807, -0.701, 3.275)
C (-2.035, 0.424, 3.423)
C (1.553, 1.536, -5.515)
H (-1.545, 1.447, -4.160)
H (-2.840, -0.209, 3.049)
Si (0.595, -1.601, 2.282)
H (-1.726, 1.097, 2.620)
O (-1.532, 2.234, -0.264)
Si (2.876, -2.195, 2.660)
N (1.745, -0.295, -3.344)
C (-0.914, 5.016, -3.515)
H (-0.349, -2.729, 5.331)
C (2.108, -1.091, -4.523)
H (4.579, -3.266, 1.251)
H (-3.363, 2.841, 1.405)
H (-0.841, 2.631, -5.290)
C (-2.486, -2.422, 0.987)
H (-1.010, -4.555, 3.086)
H (1.442, 0.943, -6.424)
H (3.255, -1.326, -2.347)
C (-0.035, -3.420, -0.643)
H (-1.939, -2.626, 4.561)
H (1.383, -0.101, 5.496)
H (2.713, 0.120, -1.517)
H (0.341, -5.102, 2.081)
H (2.192, -4.404, 3.608)
H (3.747, -2.002, 0.346)
C (-3.325, 3.497, 0.546)
H (3.486, -0.412, 4.276)
C (-1.215, 3.982, -2.484)
H (1.451, 2.589, -5.780)
H (1.046, -3.558, -0.608)
H (-3.153, 5.844, -2.531)
H (-1.603, -1.706, 6.026)
C (0.593, 0.494, 5.034)
H (4.876, -0.926, 3.322)
H (2.981, -3.585, 0.585)
H (-0.470, -4.330, -1.064)
H (3.063, -0.788, -4.951)
C (-4.212, 4.538, 0.394)
C (-0.674, -4.700, 2.057)
H (2.290, -3.169, 4.871)
H (-2.498, -1.390, 0.630)
H (-0.810, 5.999, -3.055)
H (-1.736, 5.079, -4.232)
H (2.543, 1.384, -5.098)
H (-1.314, -5.466, 1.611)
H (3.682, 0.162, 2.618)
C (-1.171, -2.054, 5.084)
C (-4.163, 5.389, -0.723)
H (-1.107, 0.955, -5.784)
C (3.600, -2.821, 1.055)
Si (-0.604, -0.579, 4.090)
H (0.003, 4.757, -4.036)
H (1.327, -1.017, -5.273)
H (-3.100, -3.018, 0.306)
C (-0.816, 1.596, -4.950)
C (2.754, -3.534, 3.953)
H (0.067, 1.019, 5.835)
H (2.183, -2.130, -4.205)
W (-0.492, 1.156, -1.532)
H (3.762, -3.872, 4.208)
H (-0.261, -2.602, -1.328)
S (-1.768, -0.445, -1.957)
Te (0.876, 0.501, 0.782)
H (1.061, 1.248, 4.397)
H (-2.440, 1.036, 4.234)
C (2.377, -0.734, -2.101)
O (-0.408, 2.988, -2.452)
C (0.777, 0.618, -3.346)
H (-2.964, -2.452, 1.968)
H (-4.965, 4.705, 1.153)
H (1.698, -1.360, -1.517)
C (-2.364, 3.256, -0.436)
Si (-0.752, -3.118, 1.063)
H (-4.871, 6.199, -0.818)
C (-3.206, 5.186, -1.675)
N (0.527, 1.234, -4.515)

These are the Löwdin partial charges, in e, on atoms 1 to 8:
1 C -0.0939
2 C -0.2069
3 C -0.2079
4 C -0.0298
5 H 0.0425
6 H 0.0288
7 Si 0.2456
8 H -0.0052

Record 6
The following is a quantum chemistry calculation of 2 unconnected molecules or ions with the total composition C9H22N3, from the OMol25 dataset.

- E_LUMO (spin up / spin down): -6.34 / -5.84 eV
- Charge: +1
- HOMO level (spin up / spin down): -0.48144 / -0.48448 Ha
- Orbital gap (spin up / spin down): 0.24846 / 0.27002 Ha
- Relative energy (zero: lowest compared OMol25 entry of this formula, charge and spin): 127.5 kcal per mole

Geometry (Å):
C (-1.883, -1.790, 1.439)
C (1.395, 2.523, 0.854)
H (0.602, 3.118, 1.330)
H (-3.193, 0.521, -2.079)
H (2.631, -0.677, 0.848)
H (-2.516, -2.318, 0.688)
C (2.609, 0.409, 0.967)
H (0.811, -1.946, 1.204)
C (1.379, -2.686, -0.616)
N (-2.947, 0.463, -0.089)
H (2.113, -3.452, -0.399)
H (-0.675, -1.105, -1.153)
C (0.626, -1.907, 0.189)
H (1.968, 1.235, -1.795)
C (1.276, 0.366, -1.684)
H (-4.099, -0.611, -1.177)
H (-0.298, 1.356, -0.579)
N (-1.338, -0.603, 0.843)
C (-0.374, -0.720, -0.135)
H (-3.439, 0.074, 0.624)
H (2.342, 3.063, 1.350)
H (-1.177, -2.523, 1.787)
N (-3.804, 0.367, -1.248)
H (3.179, 0.805, 1.950)
H (3.169, 0.903, 0.170)
H (-2.488, -1.464, 2.226)
C (0.419, 0.593, -0.504)
H (0.688, 0.196, -2.604)
H (-2.948, 1.495, 0.140)
H (1.230, -2.556, -1.666)
H (0.686, 0.691, 1.648)
C (1.242, 1.053, 0.806)
H (1.471, 2.958, -0.150)
H (1.951, -0.658, -1.625)

These are the natural (NBO) partial charges, in e, on atoms 1 to 8:
1 C -0.4944
2 C -0.6367
3 H 0.2232
4 H 0.3849
5 H 0.2143
6 H 0.2291
7 C -0.6121
8 H 0.1900